1.
{
  "formula": "C33H32FN12O6PdS",
  "method": "wB97M-V/def2-TZVPD",
  "symbols": ["Pd", "C", "C", "N", "C", "C", "C", "O", "O", "C", "O", "C", "C", "C", "F", "C", "C", "C", "N", "C", "C", "N", "C", "C", "H", "H", "H", "H", "H", "H", "H", "H", "H", "H", "H", "H", "H", "H", "H", "H", "H", "H", "N", "C", "N", "C", "N", "N", "C", "N", "C", "C", "C", "C", "C", "N", "H", "H", "H", "H", "H", "H", "H", "H", "O", "S", "O", "O", "C", "N", "C", "C", "C", "N", "C", "C", "C", "N", "C", "C", "H", "H", "H", "H", "H", "H"],
  "coordinates": [[3.395, -0.625, -0.264], [-0.633, 6.187, 1.251], [-0.498, 5.640, -0.167], [-0.088, 4.246, -0.168], [1.214, 3.965, -0.420], [1.771, 2.737, -0.294], [3.201, 2.536, -0.753], [3.969, 3.489, -0.691], [3.497, 1.394, -1.221], [1.023, 1.643, 0.260], [1.516, 0.597, 0.702], [-0.424, 1.896, 0.251], [-1.308, 0.820, 0.340], [-2.660, 1.006, 0.212], [-3.449, -0.090, 0.140], [-3.225, 2.290, 0.105], [-2.342, 3.365, 0.059], [-0.949, 3.196, 0.058], [-4.606, 2.513, 0.117], [-5.215, 3.623, -0.575], [-6.088, 4.386, 0.447], [-6.485, 3.408, 1.493], [-6.874, 2.119, 0.870], [-5.579, 1.459, 0.357], [-0.964, 7.221, 1.218], [0.327, 6.148, 1.756], [-1.347, 5.603, 1.826], [0.264, 6.214, -0.699], [-1.432, 5.750, -0.720], [1.837, 4.787, -0.744], [-0.919, -0.179, 0.466], [-2.740, 4.365, -0.003], [-5.837, 3.258, -1.404], [-4.468, 4.288, -1.002], [-6.981, 4.794, -0.030], [-5.535, 5.202, 0.916], [-7.222, 3.786, 2.093], [-5.653, 3.208, 2.066], [-7.586, 2.328, 0.070], [-7.364, 1.474, 1.600], [-5.798, 0.871, -0.545], [-5.195, 0.774, 1.112], [6.171, 1.665, -0.255], [6.640, 0.432, -0.237], [7.960, 0.244, -0.224], [8.384, -1.011, -0.214], [9.700, -1.227, -0.252], [7.568, -2.081, -0.193], [6.277, -1.811, -0.191], [5.741, -0.594, -0.218], [5.378, -2.977, -0.148], [5.898, -4.235, -0.447], [5.077, -5.343, -0.350], [3.774, -5.152, 0.088], [3.340, -3.866, 0.369], [4.106, -2.787, 0.229], [6.817, 2.428, -0.350], [5.199, 1.808, -0.517], [10.312, -0.432, -0.283], [10.063, -2.162, -0.210], [6.934, -4.308, -0.736], [5.441, -6.329, -0.593], [3.094, -5.982, 0.209], [2.339, -3.708, 0.750], [-5.737, -4.212, 2.089], [-4.337, -4.478, 2.342], [-3.571, -3.335, 2.790], [-3.993, -5.745, 2.949], [-3.671, -4.775, 0.627], [-4.204, -5.658, -0.183], [-3.589, -5.841, -1.341], [-2.424, -5.156, -1.683], [-1.974, -4.216, -0.762], [-2.623, -4.046, 0.392], [-0.791, -3.359, -0.886], [-0.183, -2.986, -2.081], [0.915, -2.137, -2.034], [1.435, -1.687, -0.899], [0.846, -2.036, 0.252], [-0.266, -2.849, 0.305], [-4.046, -6.562, -2.007], [-1.892, -5.358, -2.599], [-0.566, -3.314, -3.035], [1.391, -1.795, -2.945], [1.280, -1.626, 1.163], [-0.763, -3.093, 1.232]],
  "lowdin_charge": [1.040, -0.055, -0.187, -0.038, 0.039, -0.029, -0.612, 0.056, -0.115, -0.297, -0.040, -0.038, 0.103, -0.174, 0.076, -0.128, 0.054, -0.122, -0.104, -0.121, -0.076, 0.050, -0.076, -0.112, 0.080, 0.085, 0.070, 0.127, 0.113, 0.149, 0.121, 0.094, 0.139, 0.124, 0.140, 0.137, 0.194, 0.194, 0.139, 0.147, 0.146, 0.140, 0.213, -0.411, 0.184, -0.436, 0.187, 0.177, -0.288, 0.121, -0.193, 0.017, -0.015, -0.013, -0.098, 0.061, 0.128, 0.048, 0.116, 0.115, 0.116, 0.122, 0.121, 0.099, -0.367, 0.397, -0.383, -0.348, -0.356, 0.141, -0.100, 0.010, -0.225, 0.138, -0.121, 0.020, -0.101, -0.015, -0.200, 0.017, 0.112, 0.101, 0.117, 0.121, 0.110, 0.130],
  "lumo_ev": [-4.7, -4.7],
  "total_charge": 1,
  "multiplicity": 1,
  "e_above_lowest_kcal_mol": 96.9,
  "homo_energy_ev": [-8.90, -8.90],
  "gap_ev": [4.2, 4.2]
}

---

2.
{
  "formula": "C4H12N2O",
  "method": "wB97M-V/def2-TZVPD",
  "symbols": ["C", "C", "C", "C", "H", "H", "H", "H", "H", "H", "H", "H", "H", "H", "H", "H", "N", "N", "O"],
  "coordinates": [[0.804, -1.694, -0.082], [1.994, -0.622, -0.067], [2.343, 1.706, 0.070], [-4.439, -0.105, 0.607], [-0.386, -1.236, 0.287], [1.221, -2.193, 0.866], [0.996, -2.359, -1.083], [0.221, 0.639, 0.573], [3.191, 1.745, -0.528], [1.807, 2.732, 0.397], [2.998, 1.525, 1.025], [-4.057, -0.300, -1.375], [-4.556, 1.255, -1.032], [-3.771, 0.153, 1.591], [-5.489, 0.164, 0.682], [-4.722, -1.348, 0.315], [1.377, 0.621, -0.141], [-3.854, 0.516, -0.589], [3.210, -0.556, 0.028]],
  "lowdin_charge": [-0.055, -0.583, -0.162, -0.281, 0.143, 0.071, 0.117, 0.266, 0.039, 0.119, 0.097, 0.107, 0.091, 0.101, 0.024, 0.130, -0.077, -0.170, 0.023],
  "lumo_ev": 0.3,
  "total_charge": 0,
  "multiplicity": 1,
  "e_above_lowest_kcal_mol": 153.4,
  "homo_energy_ev": -9.42,
  "gap_ev": 9.7
}

---

3.
{
  "formula": "C5H32N2O11",
  "method": "wB97M-V/def2-TZVPD",
  "symbols": ["N", "C", "C", "C", "N", "C", "C", "O", "H", "H", "H", "H", "H", "H", "H", "H", "H", "H", "H", "H", "H", "H", "O", "H", "H", "O", "H", "H", "O", "H", "H", "O", "H", "H", "O", "H", "H", "O", "H", "H", "O", "H", "H", "O", "H", "H", "O", "H", "H", "O"],
  "coordinates": [[0.061, -1.506, 2.237], [1.215, -0.838, 1.723], [2.124, -0.810, 3.020], [0.809, 0.605, 1.295], [0.732, 0.861, 0.008], [0.314, 0.071, -1.124], [-0.917, 0.723, -1.803], [0.655, 1.453, 2.153], [-0.687, -1.349, 1.493], [-0.303, -1.091, 3.078], [1.616, -1.355, 0.810], [1.975, -1.564, 3.819], [1.913, 0.238, 3.345], [3.119, -1.162, 2.721], [0.562, 1.860, -0.110], [0.079, -0.957, -0.756], [1.094, -0.090, -1.858], [-1.835, 0.417, -1.343], [-0.921, 1.779, -2.055], [-1.001, 0.249, -2.747], [-1.306, -2.696, 0.035], [-2.202, -3.671, -0.806], [-1.295, -3.329, -0.696], [-3.154, 2.519, 2.700], [-3.139, 2.652, 1.223], [-3.687, 2.228, 1.919], [0.986, -0.136, -4.616], [1.168, -1.305, -3.701], [1.711, -0.557, -4.121], [-0.491, 3.194, 0.590], [-1.161, 4.537, 0.819], [-1.106, 3.810, 0.215], [-3.419, 0.350, 0.958], [-2.787, -1.200, 0.535], [-2.785, -0.220, 0.586], [3.221, 3.547, -0.510], [4.417, 2.626, -1.183], [3.717, 3.254, -1.265], [0.194, -2.434, -1.778], [1.258, -3.188, -2.295], [0.578, -2.616, -2.659], [-0.287, 1.646, 3.469], [0.243, 2.593, 4.560], [-0.568, 2.286, 4.176], [3.449, -1.358, -2.698], [2.910, -1.656, -1.374], [3.700, -1.834, -1.897], [-4.295, -1.810, -1.729], [-2.910, -2.262, -2.516], [-3.564, -2.501, -1.846]],
  "mulliken_spin": [0.537, 0.048, 0.013, 0.077, 0.004, 0.010, 0.001, 0.251, 0.010, -0.002, 0.019, 0.003, -0.005, 0.003, 0.008, -0.001, -0.002, 0.000, 0.000, 0.001, -0.002, 0.000, 0.000, 0.000, 0.000, 0.000, 0.000, 0.000, 0.000, 0.005, 0.001, 0.003, 0.000, 0.000, 0.003, 0.000, 0.000, 0.000, 0.000, 0.000, 0.000, 0.003, -0.001, 0.015, 0.000, 0.000, 0.000, 0.000, 0.000, 0.000],
  "lumo_ev": [-3.8, -9.2],
  "total_charge": 1,
  "multiplicity": 2,
  "e_above_lowest_kcal_mol": 129.9,
  "homo_energy_ev": [-13.88, -13.87],
  "gap_ev": [10.1, 4.7],
  "s2": 0.758
}

---

Repeat the second record exactly.
{
  "formula": "C4H12N2O",
  "method": "wB97M-V/def2-TZVPD",
  "symbols": ["C", "C", "C", "C", "H", "H", "H", "H", "H", "H", "H", "H", "H", "H", "H", "H", "N", "N", "O"],
  "coordinates": [[0.804, -1.694, -0.082], [1.994, -0.622, -0.067], [2.343, 1.706, 0.070], [-4.439, -0.105, 0.607], [-0.386, -1.236, 0.287], [1.221, -2.193, 0.866], [0.996, -2.359, -1.083], [0.221, 0.639, 0.573], [3.191, 1.745, -0.528], [1.807, 2.732, 0.397], [2.998, 1.525, 1.025], [-4.057, -0.300, -1.375], [-4.556, 1.255, -1.032], [-3.771, 0.153, 1.591], [-5.489, 0.164, 0.682], [-4.722, -1.348, 0.315], [1.377, 0.621, -0.141], [-3.854, 0.516, -0.589], [3.210, -0.556, 0.028]],
  "lowdin_charge": [-0.055, -0.583, -0.162, -0.281, 0.143, 0.071, 0.117, 0.266, 0.039, 0.119, 0.097, 0.107, 0.091, 0.101, 0.024, 0.130, -0.077, -0.170, 0.023],
  "lumo_ev": 0.3,
  "total_charge": 0,
  "multiplicity": 1,
  "e_above_lowest_kcal_mol": 153.4,
  "homo_energy_ev": -9.42,
  "gap_ev": 9.7
}